Record 1
Here is a structure of composition C3H6N3P in a non-equilibrium geometry from OMol25. Energies are from ωB97M-V with the def2-TZVPD basis set.

## Properties
HOMO energy	-8.270	eV
energy above the lowest of the compared OMol25 structures with the same formula, charge and spin	106.4	kcal per mole
calculated total energy	-16962.7439	eV

Last column: Mulliken charge in e.
CARTESIAN COORDINATES (ANGSTROEM)
1 C -0.00865 -0.23324 -1.59569  0.10
2 C -1.38971 0.66941 0.99330  -0.13
3 C 0.81164 -1.16208 0.67605  -0.01
4 N 1.06130 -0.53358 -2.27512  -0.61
5 N -1.49087 1.74133 0.42387  -0.44
6 N 0.65593 -1.05360 1.93084  -0.60
7 P -0.77094 -1.24110 -0.36111  -0.07
8 H -0.75314 0.64590 -1.88702  0.30
9 H -1.11367 0.20037 1.88881  0.47
10 H 1.75845 -0.90510 0.11407  0.35
11 H 1.16391 -0.04744 -3.10236  0.24
12 H -1.40100 2.59772 0.77600  0.21
13 H 1.47676 -0.67860 2.41836  0.20



Record 2
Here is an isolated molecule of C3H6N3P in a non-equilibrium geometry from OMol25. Energies are from ωB97M-V with the def2-TZVPD basis set.

## Properties
HOMO energy	-9.024	eV
SMILES string	NPc1ccn[nH]1
energy above the lowest of the compared OMol25 structures with the same formula, charge and spin	35.7	kcal per mole
calculated total energy	-16965.8085	eV

Last column: Mulliken charge in e.
CARTESIAN COORDINATES (ANGSTROEM)
1 N 1.67328 2.11855 -0.85408  -0.51
2 P 1.59028 1.01208 0.45494  0.04
3 C 0.09851 -0.43476 0.20394  0.20
4 C -1.26250 -0.18562 0.53608  -0.15
5 C -1.82763 -1.43227 0.24791  -0.50
6 N -0.94090 -2.37735 -0.06923  -0.79
7 N 0.23610 -1.74183 -0.04139  0.20
8 H 2.34231 1.85037 -1.55891  0.25
9 H 0.82599 2.46528 -1.14630  0.27
10 H 0.61213 1.86492 1.14744  0.04
11 H -1.51762 0.83871 0.89817  0.28
12 H -2.88804 -1.63171 0.19163  0.41
13 H 1.05808 -2.34638 -0.01021  0.26



Record 3
Here is an isolated molecule of C3H6N4 in a non-equilibrium geometry from OMol25. Energies are from ωB97M-V with the def2-TZVPD basis set.

## Properties
HOMO energy	-9.272	eV
SMILES string	NCc1cnn[nH]1
energy above the lowest of the compared OMol25 structures with the same formula, charge and spin	42.4	kcal per mole
calculated total energy	-9167.0172	eV

Last column: Mulliken charge in e.
CARTESIAN COORDINATES (ANGSTROEM)
1 N 1.94288 -0.59902 0.13816  -0.60
2 C 1.02677 0.52309 -0.18792  -0.42
3 C -0.40852 0.11209 -0.20915  0.25
4 C -1.06925 -1.15991 -0.23158  -0.23
5 N -2.38551 -0.99178 -0.01276  -0.27
6 N -2.67685 0.22724 0.20041  -0.60
7 N -1.56389 0.94407 -0.04390  0.14
8 H 2.89070 -0.25111 0.09234  0.22
9 H 1.68136 -1.02746 1.03794  0.22
10 H 1.30720 1.02379 -1.13344  0.31
11 H 1.16264 1.34435 0.59277  0.25
12 H -0.50329 -2.06647 -0.41229  0.46
13 H -1.40424 1.92112 0.16942  0.27



Record 4
Here is an isolated molecule of C3H6N4 from OMol25. Energies are from ωB97M-V with the def2-TZVPD basis set.

## Properties
HOMO energy (spin up / spin down)	-6.973 / -6.974	eV
energy above the lowest of the compared OMol25 structures with the same formula, charge and spin	81.2	kcal per mole
calculated total energy	-9165.3348	eV

Last column: Mulliken charge in e.
CARTESIAN COORDINATES (ANGSTROEM)
1 C 0.87768 0.16413 0.01426  0.13
2 C -0.36949 0.82549 0.36791  0.33
3 N 2.11143 0.64812 -0.09021  -0.38
4 C -1.04485 -0.90365 0.19394  0.01
5 N 0.45321 -1.09097 -0.02168  -0.19
6 N -0.65032 2.04567 0.19737  -0.70
7 N -1.75380 -1.14734 -0.88398  -0.79
8 H 2.21699 1.64946 -0.14794  0.26
9 H 2.93700 0.07190 -0.11645  0.22
10 H 0.83221 -1.83348 -0.60120  0.28
11 H -1.59421 2.26187 0.52710  0.26
12 H -2.69538 -1.44019 -0.63422  0.20
13 H -1.32047 -1.25101 1.19510  0.38



Record 5
Here is an isolated molecule of C3H6N4 in a non-equilibrium geometry from OMol25. Energies are from ωB97M-V with the def2-TZVPD basis set.

## Properties
multiplicity	3
HOMO energy (spin up / spin down)	-6.759 / -10.554	eV
energy above the lowest of the compared OMol25 structures with the same formula, charge and spin	49.3	kcal per mole
calculated total energy	-9162.3272	eV

Last column: Mulliken spin population.
CARTESIAN COORDINATES (ANGSTROEM)
1 C 0.06134 0.90822 -0.32574  0.95
2 C -0.19717 -0.03755 0.85497  -0.10
3 C -0.98626 1.01887 -1.35314  -0.03
4 N 0.80518 -0.02440 1.92355  0.13
5 N 1.54556 -0.95047 1.67281  -0.05
6 N 1.15946 -1.63883 0.52292  0.19
7 N -0.00116 -1.13053 0.00679  0.70
8 H 1.02179 1.39931 -0.44820  0.03
9 H -1.28682 0.01566 1.39440  0.09
10 H -1.54785 1.78031 -0.96795  0.05
11 H -1.52687 0.06876 -1.29395  0.02
12 H -0.48334 1.19398 -2.28777  0.02
13 H 1.43612 -2.60333 0.30130  0.00



Record 6
Here is the ion C3H6N4 with charge +2 in a non-equilibrium geometry from OMol25. Energies are from ωB97M-V with the def2-TZVPD basis set.

## Properties
HOMO energy	-21.266	eV
SMILES string	NC(=[NH2+])[C@H]1[C@@H]2N=[N+]21
energy above the lowest of the compared OMol25 structures with the same formula, charge and spin	104.2	kcal per mole
calculated total energy	-9144.9448	eV
charge	+2

Last column: Mulliken charge in e.
CARTESIAN COORDINATES (ANGSTROEM)
1 N 1.02665 -0.71046 0.36576  -0.28
2 C -0.14119 -0.26821 -0.02537  0.45
3 N -0.62072 -0.55929 -1.21104  -0.33
4 C -0.84553 0.76912 0.79025  0.09
5 C -0.40919 2.17338 0.57657  0.15
6 N -1.60853 2.78116 0.77670  -0.03
7 N -1.97083 1.65906 0.30073  0.11
8 H 1.59866 -0.40270 1.10809  0.24
9 H 1.41210 -1.44693 -0.13672  0.24
10 H -1.60314 -0.50970 -1.46143  0.29
11 H 0.04774 -0.87883 -1.84782  0.24
12 H -1.01313 0.47120 1.88525  0.48
13 H 0.52190 2.45304 -0.07061  0.35



Record 7
Here is an isolated molecule of C3H6N4O in a non-equilibrium geometry from OMol25. Energies are from ωB97M-V with the def2-TZVPD basis set.

## Properties
HOMO energy	-9.003	eV
SMILES string	[H]/N=C/N=C\N(N)C=O
energy above the lowest of the compared OMol25 structures with the same formula, charge and spin	133.7	kcal per mole
calculated total energy	-11210.9809	eV

Last column: Mulliken charge in e.
CARTESIAN COORDINATES (ANGSTROEM)
1 H 1.77032 -2.57868 1.41430  0.21
2 N 1.90992 -1.85118 0.56938  -0.55
3 C 1.51806 -0.55583 1.07541  -0.09
4 N 1.38722 0.37542 0.17963  -0.31
5 C 0.40108 1.11480 -0.30346  0.01
6 N -0.92602 0.75851 -0.40120  0.21
7 N -1.16064 -0.69557 0.02348  -0.81
8 C -1.70544 1.16932 -1.51239  0.22
9 O -1.54553 2.30355 -1.88148  -0.49
10 H 1.64531 -0.13381 2.24720  0.25
11 H 0.47527 2.23027 -0.61724  0.33
12 H -0.96182 -0.97406 1.03688  0.32
13 H -0.31464 -1.36972 -0.32494  0.39
14 H -2.49309 0.20699 -1.50558  0.30



Record 8
Here is an isolated molecule of C3H6N4O in a non-equilibrium geometry from OMol25. Energies are from ωB97M-V with the def2-TZVPD basis set.

## Properties
HOMO energy	-9.980	eV
SMILES string	[H]/N=C\NC(=O)/C=N/N
energy above the lowest of the compared OMol25 structures with the same formula, charge and spin	113.9	kcal per mole
calculated total energy	-11211.8366	eV

Last column: Mulliken charge in e.
CARTESIAN COORDINATES (ANGSTROEM)
1 H 0.48592 -1.71624 -0.34695  0.38
2 N 1.55570 -1.97842 -0.11938  -0.58
3 C 2.14999 -0.89996 -0.05310  0.21
4 N 1.62509 0.38924 -0.28734  -0.33
5 C 0.51134 1.21659 -0.18727  0.50
6 O 0.63183 2.50859 0.12718  -0.61
7 C -0.91648 0.84375 -0.45061  -0.05
8 N -1.34251 -0.35952 -0.14190  -0.13
9 N -2.71127 -0.74085 -0.03102  -0.69
10 H 3.21775 -0.73232 0.62945  0.17
11 H 2.28718 1.04020 0.29797  0.25
12 H -1.41590 1.91423 -0.51084  0.31
13 H -2.72467 -1.57838 0.52258  0.28
14 H -3.35397 0.09308 0.55125  0.29



Record 9
Here is an isolated molecule of C3H6N4O in a non-equilibrium geometry from OMol25. Energies are from ωB97M-V with the def2-TZVPD basis set.

## Properties
HOMO energy	-9.077	eV
SMILES string	NNC1=NCC=NO1
energy above the lowest of the compared OMol25 structures with the same formula, charge and spin	97.4	kcal per mole
calculated total energy	-11212.5512	eV

Last column: Mulliken charge in e.
CARTESIAN COORDINATES (ANGSTROEM)
1 N 2.50823 -0.48114 0.56141  -0.53
2 N 1.78702 0.05475 -0.65160  -0.19
3 C 0.43466 0.03037 -0.40698  0.54
4 N -0.35965 1.00782 -0.31817  -0.57
5 C -1.69823 0.81760 0.13061  -0.25
6 C -2.14873 -0.55755 0.11379  -0.06
7 N -1.39128 -1.52954 -0.22775  -0.36
8 O -0.05046 -1.22204 -0.35885  -0.22
9 H 3.15263 -1.10409 0.02568  0.26
10 H 3.10059 0.22861 0.92342  0.23
11 H 2.02989 0.98726 -0.82760  0.30
12 H -2.40353 1.46434 -0.46846  0.27
13 H -1.77442 1.19464 1.16787  0.23
14 H -3.18673 -0.89102 0.33663  0.35